1.
DFT (the ωB97M-V functional and the def2-TZVPD basis) results for a molecular structure, C53H33AsF5INO4PReSe.

Output
2S+1: 2
orbital gap (spin up / spin down): 0.174 / 0.188 Ha
net charge: 0
⟨S²⟩: 0.77

Positions of all 101 atoms, in Å:
C1 -3.05 1.05 -4.92
H1 0.96 6.12 3.32
C2 5.93 -1.88 -2.11
H2 5.85 1.16 0.31
C3 1.05 5.06 3.09
C4 0.12 3.02 2.21
H3 -4.00 -2.35 3.53
C5 -2.65 4.18 -0.86
C6 -3.56 1.41 -3.67
C7 -0.51 -0.68 3.69
C8 0.52 -3.60 -4.89
C9 -0.32 -2.50 -5.03
H4 -0.71 2.48 1.79
C10 3.63 -2.19 -1.57
Se1 1.58 -0.08 -1.61
As1 -1.59 -1.50 -1.29
H5 -4.05 2.77 0.76
H6 -3.61 4.57 -0.55
C11 1.40 0.08 4.99
H7 -2.03 -4.50 -1.20
C12 -3.02 -1.88 3.60
C13 -5.42 -2.89 -0.26
C14 -2.35 -1.52 2.40
H8 5.55 -1.87 3.32
C15 5.67 -0.55 -2.36
C16 0.78 -0.10 3.78
H9 -1.82 -0.32 -6.02
C17 -1.12 -0.90 2.41
C18 2.24 4.39 3.37
H10 6.90 -0.61 1.68
C19 -1.81 -0.76 -3.92
H11 0.39 -4.00 -1.54
C20 5.26 0.61 1.02
C21 0.77 -4.14 -3.64
C22 -0.01 4.38 2.51
C23 -1.16 -1.06 4.89
C24 4.39 -0.05 -2.21
C25 4.90 -2.70 -1.71
C26 -0.66 -2.50 -2.66
O1 -0.41 1.29 -0.38
C27 -0.97 2.42 -0.79
H12 0.77 2.79 -1.97
C28 3.74 -0.80 2.87
C29 -2.19 -0.04 -5.04
C30 -2.31 -0.38 -2.67
F1 7.16 -2.36 -2.24
H13 -1.00 -1.16 7.04
N1 -2.39 6.17 -2.26
H14 0.99 -4.03 -5.77
H15 -0.06 4.98 -2.85
C31 -4.07 -4.85 -0.67
C32 0.18 -3.59 -2.51
C33 -3.19 2.18 0.39
C34 1.31 2.35 2.47
C35 5.85 -0.38 1.80
C36 -0.49 -0.87 6.12
C37 0.76 -0.33 6.18
P1 1.37 0.54 2.21
I1 0.92 -2.78 1.13
H16 1.26 -0.20 7.13
Re1 -0.18 -0.40 0.60
C38 2.37 3.04 3.06
C39 -1.88 4.88 -1.74
C40 -2.97 -4.04 -0.94
C41 -2.22 2.93 -0.39
H17 -4.41 -1.01 -0.46
H18 -2.83 -1.77 1.46
H19 -3.58 0.96 -1.58
H20 -3.34 1.61 -5.80
H21 3.14 -1.36 3.58
C42 -0.91 -1.94 -3.91
C43 -5.30 -4.28 -0.34
C44 -0.19 3.19 -1.68
C45 -3.18 0.69 -2.54
C46 -4.32 -2.09 -0.53
H22 3.30 2.52 3.27
H23 -6.15 -4.91 -0.13
H24 -6.37 -2.44 0.00
F2 2.69 -3.05 -1.21
F3 5.15 -3.99 -1.48
F4 4.23 1.25 -2.47
H25 -0.94 4.89 2.29
H26 -2.96 -1.93 5.73
H27 3.45 1.66 0.54
C47 -2.45 -1.65 4.81
O2 -3.18 0.99 0.58
H28 2.38 0.54 5.04
H29 3.07 4.92 3.82
H30 1.44 -4.99 -3.53
C48 -3.10 -2.66 -0.88
H31 -4.24 2.24 -3.58
O3 -3.45 6.59 -1.82
H32 -0.49 -2.08 -6.01
C49 3.32 -0.85 -1.80
F5 6.67 0.25 -2.74
C50 3.14 0.19 2.09
C51 -0.65 4.39 -2.16
C52 5.09 -1.09 2.72
C53 3.90 0.89 1.15
O4 -1.73 6.75 -3.10
H33 -3.97 -5.93 -0.72

Atom charges from the Mulliken analysis, given in e for atoms 1 to 2: number 1, C, carries -1.092; number 2, H, carries 0.397

=====

2.
DFT (the ωB97M-V functional and the def2-TZVPD basis) results for a molecular structure, H7NSi2.

Output
orbital gap: 0.369 Ha
net charge: 0

Positions of all 10 atoms, in Å:
H1 -0.98 1.80 0.35
Si1 -0.56 0.54 -0.07
N1 -1.67 -0.67 0.50
H2 2.03 -1.40 0.48
H3 -0.79 0.89 -1.84
H4 2.55 0.81 0.74
H5 -2.44 -0.59 1.04
H6 2.07 0.21 -1.30
Si2 1.63 -0.05 -0.02
H7 -1.84 -1.54 0.11

Atom charges from the natural (NBO) analysis, given in e for atoms 1 to 2: number 1, H, carries -0.168; number 2, Si, carries 0.895

=====

Values for energy relative to the best compared isomer or geometry (same formula, charge and spin), kcal per mole, ordered as above
0.0, 11.1